Entry from OMol25: a structure of composition C28H29AsF3N6O5PbS2 at a distorted geometry (ωB97M-V/def2-TZVPD).

Last column: Mulliken charge in e.
CARTESIAN COORDINATES (ANGSTROEM)
Pb1 -5.529 -3.521 20.132  1.72
As1 -8.004 -3.117 22.343  0.44
S1 -3.998 -1.851 23.268  1.05
S2 -3.409 -5.365 17.883  0.70
F1 -1.684 -2.811 24.015  -0.25
F2 -1.637 -0.734 23.348  -0.23
F3 -1.777 -2.352 21.899  -0.20
O1 -4.431 -0.771 22.410  -0.68
O2 -4.150 -1.674 24.680  -0.66
O3 -4.735 -4.672 17.999  -0.64
O4 -3.488 -2.277 18.507  -0.44
O5 -4.459 -3.148 22.790  -0.49
N1 -3.930 1.797 16.261  -0.60
N2 -6.585 -1.632 18.181  -0.75
N3 -3.617 -7.109 22.527  0.25
N4 -10.443 -10.722 14.975  -0.53
N5 -2.061 -0.669 17.773  -0.62
N6 -4.024 -5.460 21.107  0.87
C1 -2.732 -7.995 18.346  -0.53
C2 -3.071 -5.287 16.097  -1.13
C3 -9.548 -9.385 18.168  -0.64
C4 -7.113 -5.471 20.003  -0.84
C5 -2.170 -1.942 23.117  0.44
C6 -4.229 0.850 16.835  -0.01
C7 -5.681 -1.005 17.828  0.30
C8 -9.671 -9.071 16.814  0.65
C9 -2.670 -5.575 21.287  -0.82
C10 -4.544 -6.374 21.856  -0.74
C11 -2.375 -6.588 22.152  -0.88
C12 -8.416 -7.264 18.561  0.75
C13 -5.043 -7.545 17.764  -0.43
C14 -7.790 -4.416 23.793  -1.22
C15 -3.753 -7.123 17.950  0.27
C16 -8.314 -1.484 23.414  -1.15
C17 -9.184 -7.863 16.329  -0.82
C18 -5.342 -8.891 17.820  -0.40
C19 -4.471 -0.359 17.507  0.00
C20 -8.889 -8.519 19.011  -0.48
C21 -9.888 -3.497 21.938  -1.02
C22 -4.354 -9.798 18.215  -0.62
C23 -7.725 -6.340 19.391  -0.48
C24 -3.052 -9.353 18.480  -0.65
C25 -3.334 -1.174 17.979  0.58
C26 -10.186 -10.003 15.844  -0.08
C27 -3.785 -8.027 23.618  -0.98
C28 -8.585 -6.956 17.180  -0.10
H1 -10.485 -3.724 22.838  0.33
H2 -3.975 -5.493 15.561  0.32
H3 -2.291 -6.033 15.911  0.44
H4 -9.952 -10.335 18.529  0.41
H5 -10.290 -2.621 21.411  0.37
H6 -8.781 -1.769 24.331  0.40
H7 -5.759 -6.766 17.541  0.52
H8 -1.467 -7.009 22.535  0.53
H9 -9.968 -4.304 21.235  0.20
H10 -1.992 0.350 17.708  0.25
H11 -8.718 -8.751 20.052  0.47
H12 -7.313 -1.076 23.619  0.26
H13 -7.875 -5.435 23.426  0.33
H14 -9.314 -7.667 15.294  0.49
H15 -1.995 -4.910 20.797  0.44
H16 -3.686 -7.493 24.552  0.35
H17 -1.727 -7.627 18.563  0.39
H18 -3.041 -8.808 23.533  0.32
H19 -5.584 -6.566 22.042  0.29
H20 -4.772 -8.465 23.589  0.34
H21 -2.294 -10.064 18.813  0.37
H22 -6.809 -4.358 24.241  0.34
H23 -8.215 -6.013 16.804  0.53
H24 -1.430 -1.065 18.488  0.28
H25 -8.934 -0.792 22.886  0.38
H26 -8.528 -4.291 24.568  0.48
H27 -6.332 -9.200 17.614  0.41
H28 -2.727 -4.270 15.936  0.37
H29 -4.626 -10.821 18.358  0.46

Calculated values
LUMO energy   0.06797 hartree
Charge   -1
ΔE to the lowest compared entry with this formula, charge and spin   0.0 kcal/mol
Frontier orbital gap   6.96 eV
F_max   2.02 eV/A
Highest occupied orbital energy   -0.1876 Eh